# 1
C15H16N4OS | ωB97M-V/def2-TZVPD

The maximum force comes out at 0.86 eV/A. As for the energy above the lowest of the compared OMol25 structures with the same formula, charge and spin: 0.0 kcal/mol.

ORCA input file:
```
! wB97M-V def2-TZVPD RIJCOSX def2/J DEFGRID3
* xyz 0 1
S 2.987 0.379 -4.422
O -3.034 -0.770 -2.385
N 2.347 -0.789 -3.512
N -1.428 -1.552 -3.780
N 2.387 1.670 -3.681
N -3.630 -2.212 -4.031
C 0.915 2.019 -1.740
C 1.332 1.309 5.581
C 1.630 -0.184 -2.565
C 1.652 1.226 -2.662
C 1.620 -0.005 3.426
C -2.717 -1.463 -3.337
C 0.833 0.769 4.271
C -0.966 0.622 2.640
C 1.131 -0.451 2.207
C 0.885 -0.828 -1.536
C 0.186 -0.050 -0.657
C 0.200 1.373 -0.772
C -0.462 1.067 3.856
C -0.650 -0.638 0.455
C -0.165 -0.140 1.801
H 0.892 3.094 -1.796
H -1.980 0.859 2.358
H -1.668 -0.302 0.279
H 2.629 -0.264 3.715
H -0.600 -1.721 0.425
H -1.087 1.654 4.515
H -4.583 -2.169 -3.726
H 2.211 0.784 5.939
H 1.618 2.350 5.441
H 0.534 1.278 6.313
H -0.742 -1.011 -3.286
H -0.375 1.948 -0.065
H 0.878 -1.902 -1.458
H -3.392 -2.789 -4.815
H -1.140 -2.120 -4.553
H 1.754 -1.042 1.555
*
```


# 2
C39H75Cl9N4O4 | ωB97M-V/def2-TZVPD

The maximum force comes out at 6.37 eV/A. Its energy is -6192.179369 a.u. The expectation value of S² is 8.774.

ORCA input file:
```
! wB97M-V def2-TZVPD RIJCOSX def2/J DEFGRID3
* xyz -1 6
Cl -3.148 3.612 2.886
Cl 3.821 -2.742 5.625
Cl -4.042 1.119 4.084
Cl 3.581 -1.681 2.971
Cl 1.019 -0.878 -0.448
Cl -1.525 -0.106 0.268
Cl -1.313 2.011 4.270
Cl 0.029 -1.824 2.108
Cl 1.781 -0.645 5.047
O -4.743 -1.414 -3.401
O 0.771 1.571 -5.462
O -1.594 -1.515 5.364
O 1.318 4.328 2.476
N 2.629 3.957 1.848
N -4.141 -2.510 -4.182
N -2.599 -2.382 5.882
N 2.024 1.937 -4.866
C 4.231 2.288 0.961
C 5.458 3.178 1.088
C -2.640 -2.655 -3.999
C -1.938 -1.475 -4.639
C -1.615 -4.435 4.519
C -3.862 -4.445 5.569
C -3.057 -1.049 8.068
C 1.296 4.249 -4.010
C 3.239 2.974 -2.960
C 4.480 2.440 -5.070
C -3.725 -3.341 7.715
C -4.870 -1.846 -6.465
C -2.834 -3.539 4.885
C 4.865 4.668 1.010
C -2.064 -3.990 -4.572
C 1.965 1.488 1.630
C -2.261 -2.715 -2.497
C 4.345 3.475 -3.936
C -3.663 -4.677 7.026
C 2.951 3.538 -6.755
C 3.711 5.035 1.965
C 1.895 2.814 -3.669
C -4.165 -4.234 -5.972
C 2.591 -2.090 4.440
C 3.141 2.222 -5.804
C -2.614 -4.314 -5.920
C 3.590 2.008 3.327
C -2.654 -2.401 7.439
C -2.718 1.966 3.212
C -3.423 -3.055 3.566
C 3.084 2.494 1.963
C -4.866 -2.966 -5.391
C -1.409 -2.889 8.136
C 3.156 6.333 1.347
C 0.915 2.101 -2.559
C 4.316 5.227 3.348
C -0.383 -1.416 0.452
C 3.466 0.975 -6.807
C -6.389 -3.286 -5.155
H 3.571 2.023 -2.545
H -6.768 -3.882 -5.986
H 2.498 6.954 1.954
H 2.608 6.026 0.456
H -5.039 -0.853 -6.048
H 0.126 1.464 -2.960
H 4.483 1.232 0.873
H -3.595 -3.580 8.770
H -1.195 -4.906 5.408
H -2.463 -5.370 -6.143
H 3.996 6.942 1.014
H -1.942 -1.609 -5.721
H 4.598 6.272 3.473
H -1.806 -5.200 3.766
H -0.873 -3.703 4.200
H 1.527 1.530 -1.862
H -1.270 -3.135 -2.326
H -0.527 -2.350 7.791
H -2.059 -3.900 -6.762
H 5.172 2.861 -5.800
H 4.282 1.111 -7.516
H -1.207 -3.923 7.855
H 2.597 0.687 -7.400
H -2.785 -3.431 -1.864
H 4.076 4.457 -4.327
H -0.973 -1.419 -4.137
H 1.813 -2.770 4.092
H 3.845 2.522 -0.031
H -3.383 -1.281 9.082
H -7.063 -2.433 -5.235
H -4.526 -4.347 -6.994
H -0.690 -2.294 -0.116
H 4.855 1.534 -4.595
H 1.117 1.611 2.303
H -4.334 -2.456 3.532
H 2.171 0.425 1.753
H 3.503 5.091 4.061
H -2.194 -0.433 -4.446
H -2.290 -0.302 7.864
H 4.498 2.431 3.756
H 3.346 3.707 -2.161
H 3.676 0.930 3.460
H -6.513 -3.962 -4.309
H -3.927 -1.882 -7.009
H 0.644 2.888 -1.855
H 5.237 4.720 3.636
H -2.698 -2.439 3.033
H 4.466 4.869 0.015
H -4.048 -5.380 5.042
H 5.756 5.261 1.216
H -5.557 -1.995 -7.298
H 6.095 2.958 0.231
H -4.331 -5.377 7.527
H -2.367 1.425 2.333
H 5.311 3.585 -3.443
H 0.317 4.235 -4.489
H -4.676 -2.855 7.495
H -1.018 -3.828 -4.834
H -2.387 -1.760 -1.987
H -4.823 -3.934 5.505
H -3.409 -3.791 2.762
H 1.598 1.636 0.614
H 1.963 3.592 -7.214
H 5.959 2.926 2.023
H 3.478 4.451 -6.478
H 1.105 4.938 -3.187
H 3.555 3.392 -7.650
H -2.780 -5.243 7.325
H 2.036 4.756 -4.630
H -3.910 -0.677 7.501
H -4.580 -5.053 -5.385
H 2.728 2.267 3.941
H 3.678 0.086 -6.213
H -1.426 -2.732 9.214
H -2.265 -4.799 -3.871
*
```


# 3
C24H44Cl2N3O6SiV | ωB97M-V/def2-TZVPD

The maximum force comes out at 1.80 eV/A. The expectation value of S² is 2.010. As for the energy above the lowest of the compared OMol25 structures with the same formula, charge and spin: 5.1 kcal/mol.

ORCA input file:
```
! wB97M-V def2-TZVPD RIJCOSX def2/J DEFGRID3
* xyz 0 3
V 0.463 -0.508 -0.535
Cl -0.198 -1.002 -2.692
Cl -0.548 2.137 -2.972
Si 0.182 1.277 -4.749
O 0.971 -1.351 1.460
O 1.655 -2.224 -0.912
O -1.223 -1.747 -0.066
O 2.680 1.341 1.275
O -0.442 0.947 0.179
O 2.192 0.554 -0.800
N 2.897 -3.105 -2.626
N -3.122 -0.633 0.600
N 1.579 -2.250 3.463
C 0.747 -3.438 3.305
C 3.797 -2.856 -3.739
C 2.393 -2.083 -1.928
C -0.173 1.298 2.617
C -3.272 0.147 -0.629
C 1.635 -1.294 2.513
C -0.318 0.326 5.258
C -1.099 0.103 -5.498
C -3.674 3.826 1.676
C 2.561 -4.486 -2.327
C -1.229 -0.107 4.300
C -4.186 -0.465 1.593
C -1.434 2.883 1.054
C 0.675 1.234 4.892
C 1.997 0.972 -4.417
C -1.156 0.411 3.002
C -1.307 3.711 -0.163
C 2.138 -2.023 4.783
C 3.000 0.985 0.126
C -2.481 2.956 1.903
C 0.065 2.531 -6.179
C 0.762 1.716 3.572
C -2.151 -1.557 0.750
C -0.267 1.892 1.209
H -0.415 4.342 -0.084
H 2.385 0.223 -5.117
H -2.440 2.493 2.895
H -1.770 0.701 -6.135
H -0.255 -3.285 3.738
H -3.994 3.887 0.621
H 0.569 2.138 -7.074
H 3.485 -5.040 -2.119
H 2.101 -4.946 -3.212
H 2.654 -1.085 -2.305
H -1.997 -0.861 4.531
H 1.550 2.397 3.274
H -1.913 0.166 2.249
H 2.318 -0.449 2.729
H -5.160 -0.510 1.095
H 2.573 -2.962 5.148
H 2.909 -1.251 4.721
H 0.664 2.439 1.002
H 1.883 -4.538 -1.473
H 1.359 -1.693 5.488
H 0.497 3.504 -5.934
H -2.875 1.161 -0.475
H -0.388 -0.040 6.294
H 1.420 1.544 5.623
H 4.764 -3.343 -3.556
H -2.716 -0.322 -1.446
H -0.568 -0.603 -6.148
H 0.662 -3.718 2.252
H -4.340 0.202 -0.859
H 3.378 -3.257 -4.671
H -4.093 0.502 2.112
H 1.233 -4.241 3.872
H -2.229 -2.161 1.675
H 2.197 0.660 -3.385
H 3.947 -1.777 -3.845
H -0.988 2.685 -6.443
H 2.537 1.914 -4.598
H -1.700 -0.442 -4.764
H -2.173 4.331 -0.390
H -1.142 3.031 -1.006
H -3.464 4.855 2.013
H 4.067 1.027 -0.199
H -4.533 3.469 2.268
H -4.110 -1.267 2.340
*
```


# 4
C32H37ClN2PdSi2 | ωB97M-V/def2-TZVPD

The maximum force comes out at 1.65 eV/A. The expectation value of S² is 2.010. As for the energy above the lowest of the compared OMol25 structures with the same formula, charge and spin: 0.0 kcal/mol.

ORCA input file:
```
! wB97M-V def2-TZVPD RIJCOSX def2/J DEFGRID3
* xyz 0 3
Pd 1.373 1.735 1.986
Cl -2.111 1.650 -0.875
Si -2.347 -0.262 -2.195
Si -0.526 0.422 -0.064
N 1.146 3.902 2.006
N 0.087 1.675 3.742
C -2.139 -2.994 -1.450
C -2.636 -2.457 2.001
C -3.985 -4.570 -1.375
C 0.116 -0.780 -6.148
C -0.296 -2.925 2.385
C 2.534 -1.216 -2.359
C 0.047 -1.765 1.687
C -4.854 -3.549 -1.768
C 0.972 0.187 -1.137
C -0.516 0.566 -4.232
C -1.329 -0.468 -3.735
C 3.636 2.411 2.459
C -0.944 -0.951 1.107
C -2.296 -1.269 1.352
C -0.274 2.998 4.338
C -1.641 -3.291 2.514
C 3.057 0.316 1.674
C 0.936 3.886 4.519
C 2.858 0.333 3.088
C 0.217 0.397 -5.406
C 1.658 1.320 -1.614
C -1.452 -1.642 -4.510
C 3.156 -0.085 -2.895
C 1.474 -1.088 -1.456
C -0.731 -1.797 -5.699
C 3.511 1.618 1.282
C 1.397 4.627 3.275
C -3.016 -1.949 -1.774
C 3.243 1.617 3.570
C 2.730 1.184 -2.496
C -2.629 -4.279 -1.204
C -4.384 -2.248 -1.951
H 3.790 1.915 0.267
H 4.058 3.414 2.513
H -2.121 -2.446 -4.187
H -0.743 2.814 5.310
H -1.035 3.469 3.701
H 0.877 1.192 -5.747
H -1.070 -2.797 -1.352
H -0.453 1.505 -3.679
H 2.876 -2.214 -2.651
H 0.877 5.596 3.213
H 3.299 1.919 4.621
H -0.135 1.527 0.898
H -0.830 -2.715 -6.272
H 1.033 -1.991 -1.026
H 0.195 4.072 1.683
H 0.476 -3.565 2.805
H 1.785 3.315 4.926
H -1.940 -5.057 -0.881
H 2.548 -0.517 3.698
H -5.910 -3.783 -1.931
H 0.682 4.645 5.269
H -5.061 -1.443 -2.250
H 2.477 4.840 3.326
H 0.580 1.102 4.441
H -3.087 -0.629 0.960
H 2.941 -0.541 1.011
H 3.968 -0.185 -3.619
H -3.552 0.494 -2.631
H 1.768 4.237 1.271
H 0.688 -0.904 -7.075
H 3.218 2.081 -2.887
H 1.108 -1.517 1.576
H 1.337 2.316 -1.306
H -0.736 1.139 3.479
H -3.683 -2.740 2.071
H -1.916 -4.225 3.019
H -4.352 -5.584 -1.205
*
```


# 5
C3H6N2O | ωB97M-V/def2-TZVPD

The maximum force comes out at 0.61 eV/A. As for the energy above the lowest of the compared OMol25 structures with the same formula, charge and spin: 109.6 kcal/mol.

ORCA input file:
```
! wB97M-V def2-TZVPD RIJCOSX def2/J DEFGRID3
* xyz 0 1
O 2.888 -1.523 -0.500
N 0.949 -0.304 -0.585
N -1.261 0.341 -0.920
C -0.379 -0.341 -0.196
C -1.427 0.749 0.838
C 1.882 -1.128 0.035
H -1.908 1.710 0.617
H -0.842 0.962 -1.652
H 1.611 -1.346 1.081
H -0.668 0.928 1.612
H -2.149 0.015 1.178
H 1.182 -0.066 -1.552
*
```


# 6
C8H3BrFIN2Zn | ωB97M-V/def2-TZVPD

The maximum force comes out at 0.90 eV/A. Its energy is -5166.249294 a.u.

ORCA input file:
```
! wB97M-V def2-TZVPD RIJCOSX def2/J DEFGRID3
* xyz 2 1
I 3.919 1.519 0.842
Br -4.194 1.470 1.190
Zn 2.400 -2.982 -1.138
F 3.148 -1.118 -0.795
N -1.485 1.321 0.910
N -1.588 -0.997 -0.698
C 2.107 0.722 0.338
C -2.663 -0.414 -0.249
C 0.814 -0.998 -0.785
C -2.604 0.755 0.591
C 1.996 -0.437 -0.402
C -0.413 -0.434 -0.342
C -0.343 0.741 0.441
C 0.896 1.308 0.756
H -3.627 -0.820 -0.523
H 0.719 -1.844 -1.490
H 0.919 2.208 1.354
*
```


# 7
C7H10 | ωB97M-V/def2-TZVPD

The maximum force comes out at 1.67 eV/A. As for the energy above the lowest of the compared OMol25 structures with the same formula, charge and spin: 112.7 kcal/mol.

ORCA input file:
```
! wB97M-V def2-TZVPD RIJCOSX def2/J DEFGRID3
* xyz 0 1
C 0.322 -0.344 0.010
C 1.630 -1.097 -0.081
C -0.991 -1.105 0.022
C -1.507 0.716 -0.484
C -0.635 1.607 0.279
C 0.289 0.758 1.101
C -0.160 0.660 -1.038
H -1.401 -1.414 -0.931
H 1.659 -1.740 -0.964
H 2.482 -0.406 -0.123
H -0.932 2.622 0.599
H -2.313 1.205 -1.060
H -0.957 -2.036 0.661
H 1.273 1.235 1.171
H 0.178 0.685 -2.079
H -0.073 0.493 2.102
H 1.764 -1.729 0.806
*
```


# 8
C5H10 | ωB97M-V/def2-TZVPD

The maximum force comes out at 0.31 eV/A. As for the energy above the lowest of the compared OMol25 structures with the same formula, charge and spin: 26.5 kcal/mol.

ORCA input file:
```
! wB97M-V def2-TZVPD RIJCOSX def2/J DEFGRID3
* xyz 0 1
C -1.042 0.812 -0.770
C -0.597 -0.604 -0.524
C 1.598 0.288 0.553
C -1.599 0.041 0.393
C 0.807 -0.920 0.006
H -1.673 1.070 -1.614
H 1.384 -1.401 -0.794
H 2.575 0.394 0.075
H -0.332 1.594 -0.532
H 0.700 -1.679 0.793
H -1.233 0.309 1.383
H -2.643 -0.264 0.379
H 1.758 0.241 1.633
H 1.079 1.227 0.360
H -0.986 -1.360 -1.207
*
```


# 9
C3H4NOP | ωB97M-V/def2-TZVPD

The maximum force comes out at 2.22 eV/A. As for the energy above the lowest of the compared OMol25 structures with the same formula, charge and spin: 62.5 kcal/mol.

ORCA input file:
```
! wB97M-V def2-TZVPD RIJCOSX def2/J DEFGRID3
* xyz 0 1
P 1.501 -1.436 0.420
O -0.246 0.241 1.600
N 0.776 -0.706 1.710
C 0.977 -0.454 -0.974
C -1.035 0.308 0.403
C -0.059 0.446 -0.883
H 1.780 -0.433 -1.761
H -0.289 1.349 -1.523
H -1.765 -0.565 0.464
H -1.639 1.251 0.546
*
```


# 10
C6H6O3 | ωB97M-V/def2-TZVPD

The maximum force comes out at 6.90 eV/A. As for the energy above the lowest of the compared OMol25 structures with the same formula, charge and spin: 49.2 kcal/mol.

ORCA input file:
```
! wB97M-V def2-TZVPD RIJCOSX def2/J DEFGRID3
* xyz 0 1
O 2.812 -0.945 -0.621
O 1.223 0.710 -0.663
O -2.996 0.765 -0.891
C -1.007 0.176 0.277
C -2.441 0.534 0.086
C 1.816 -0.475 -0.110
C 0.941 -1.166 0.924
C 0.133 1.265 0.048
C -0.511 -0.974 0.711
H 0.179 1.691 1.103
H -0.316 2.013 -0.501
H 1.205 -2.179 0.988
H -1.319 -1.862 0.939
H 1.279 -0.619 2.041
H -2.933 0.550 1.210
*
```


# 11
C3H3FGaO4 | ωB97M-V/def2-TZVPD

The maximum force comes out at 7.79 eV/A. The expectation value of S² is 0.775. As for the energy above the lowest of the compared OMol25 structures with the same formula, charge and spin: 61.6 kcal/mol.

ORCA input file:
```
! wB97M-V def2-TZVPD RIJCOSX def2/J DEFGRID3
* xyz 4 2
Ga 4.561 0.823 -0.017
F -3.485 0.109 0.461
O -2.763 -1.070 0.573
O 2.489 0.055 -1.238
O 0.484 0.292 0.103
O 3.289 -0.232 -0.120
C -0.901 0.438 0.212
C -1.535 -0.878 0.454
C 1.314 0.281 -1.220
H -1.190 1.143 1.017
H -1.287 0.865 -0.736
H -0.976 -1.827 0.511
*
```